1.
The following is a quantum chemistry calculation of C38H37AlBr2INO7P as an isolated structure, from the Open Molecules 2025 dataset.

CARTESIAN COORDINATES (ANGSTROEM)
1 C -5.847479 -1.116776 2.114846
2 C -5.156428 -1.894039 0.837659
3 O -6.003255 -2.667912 0.102373
4 N -3.699023 -1.870173 0.449904
5 C -2.778639 -1.444560 1.562629
6 Al -3.346498 -1.037881 -1.231595
7 C -4.111640 0.902853 -1.402926
8 C -3.776942 1.861384 -0.125376
9 C -5.178096 2.065147 0.713535
10 C -4.837629 2.360033 2.290919
11 O -4.540804 3.809906 2.397592
12 C -1.405290 -0.920495 -1.819940
13 Br -0.543504 0.861635 -1.324299
14 C -0.390105 -2.089099 -1.323876
15 C 0.653152 -1.627687 -0.108266
16 Br -1.204667 -3.820332 -0.778874
17 P -4.579627 -2.243304 -2.860492
18 O -3.779652 -1.904738 -4.411283
19 I -4.552305 -4.657258 -2.400474
20 H -5.131336 -0.388557 2.686104
21 H -6.181787 -1.941589 2.887287
22 H -6.844760 -0.602169 1.726746
23 H -3.180452 -1.695389 2.657297
24 H -2.490811 -0.311479 1.581734
25 H -1.747407 -2.039690 1.488605
26 H -5.243235 0.871231 -1.699925
27 H -3.516606 1.358138 -2.332275
28 H -3.510358 2.937271 -0.570166
29 H -2.854402 1.552360 0.521417
30 H -5.731294 3.034432 0.290509
31 H -5.915998 1.172976 0.524679
32 H -3.917422 1.691938 2.588505
33 H -5.786505 2.047764 2.924495
34 H -3.956869 3.951417 3.208620
35 H -1.378950 -0.923799 -3.013529
36 H 0.324602 -2.331107 -2.249694
37 H 1.589699 -1.050356 -0.537988
38 H 1.085411 -2.654768 0.318735
39 H 0.117395 -1.083756 0.778498
40 H -4.506642 -1.383500 -4.906252
41 C -0.455602 1.979860 3.606768
42 C -0.514988 2.929924 2.587523
43 C 0.062935 4.187241 2.770356
44 C 0.692097 4.500167 3.981432
45 C 0.729889 3.558830 5.009336
46 C 0.164782 2.291332 4.817468
47 C 1.347166 3.895132 6.308545
48 O 1.383926 3.067586 7.210786
49 C 1.911223 5.245075 6.507479
50 C 2.447558 5.596480 7.753153
51 C 2.995128 6.866663 7.945810
52 C 3.017213 7.783821 6.895472
53 C 2.478571 7.438388 5.655156
54 C 1.915652 6.169555 5.464061
55 C 1.316309 5.826309 4.159329
56 O 1.331141 6.633418 3.237078
57 H -0.897914 0.996789 3.460978
58 H -1.009661 2.691484 1.648573
59 H 0.017275 4.922117 1.968316
60 H 0.202461 1.546601 5.610560
61 H 2.437123 4.885175 8.577497
62 H 3.406317 7.139242 8.915397
63 H 3.450219 8.770796 7.043128
64 H 2.494946 8.161346 4.841248
65 C 7.510242 -2.805384 -6.516404
66 C 7.405876 -3.901883 -7.371861
67 C 6.301331 -4.751039 -7.287093
68 C 5.303193 -4.509978 -6.335209
69 C 5.419810 -3.427895 -5.463642
70 C 6.520351 -2.566599 -5.562052
71 C 4.398029 -3.192733 -4.423094
72 O 4.497902 -2.240364 -3.659391
73 C 3.259635 -4.126274 -4.310682
74 C 2.314422 -3.948628 -3.291928
75 C 1.227451 -4.819106 -3.186666
76 C 1.076439 -5.860879 -4.101423
77 C 2.019532 -6.043563 -5.113868
78 C 3.118599 -5.180037 -5.212401
79 C 4.129626 -5.403126 -6.264737
80 O 4.000120 -6.321269 -7.066257
81 H 8.366451 -2.138284 -6.588548
82 H 8.183747 -4.095226 -8.107194
83 H 6.223984 -5.602115 -7.961691
84 H 6.611295 -1.711913 -4.894011
85 H 2.423240 -3.135848 -2.575581
86 H 0.497514 -4.682487 -2.391682
87 H 0.225938 -6.534736 -4.024074
88 H 1.897664 -6.862036 -5.821423

Force components x, y, z for each atom (eV/Å):
C 0.063 -0.764 0.074
C -1.881 -3.452 -3.295
O 4.631 4.713 3.897
N -3.097 1.142 2.712
C 1.121 -0.247 1.454
Al -0.323 0.784 -0.185
C 0.919 0.387 -0.791
C -1.369 1.448 -1.175
C 0.624 0.881 0.190
C -0.887 -0.825 -1.018
O 0.887 -1.568 1.585
C 1.126 -1.396 -1.014
Br -0.446 -0.540 -0.446
C 2.842 1.899 -0.778
C 0.400 -1.745 0.050
Br -0.059 0.913 -0.260
P -0.423 0.571 -1.315
O -2.064 0.887 0.370
I 0.254 -0.050 -0.339
H -1.444 -1.232 -1.335
H 0.688 1.526 -1.607
H 2.381 -1.040 0.766
H 0.627 0.444 -2.402
H -0.563 -1.766 -0.164
H -2.300 1.180 -0.018
H 1.969 0.407 0.749
H -1.350 -0.972 1.728
H -0.360 -2.217 1.160
H -1.909 0.273 -1.074
H 1.201 -2.076 0.959
H 1.624 1.562 0.699
H -1.691 1.358 -0.386
H 1.962 0.815 -0.929
H -1.230 -0.410 -1.637
H -0.096 0.093 2.633
H -1.684 0.187 2.105
H -2.247 -0.880 0.920
H -0.898 2.207 -0.819
H 1.108 -0.862 -1.920
H 1.765 -1.490 1.112
C 0.168 0.186 0.279
C 0.124 0.267 0.077
C -0.127 -0.254 -0.044
C -0.310 -0.348 -0.346
C -0.257 -0.408 -0.270
C -0.143 -0.052 -0.247
C -0.062 -1.098 0.890
O 0.018 0.503 -0.427
C 0.305 0.515 0.411
C 0.147 0.333 0.061
C -0.174 -0.341 -0.168
C -0.171 -0.196 -0.285
C 0.118 0.077 0.309
C 0.334 0.454 0.431
C -0.086 0.867 -1.261
O 0.032 -0.437 0.630
H 0.081 0.158 0.013
H 0.093 0.038 0.122
H 0.105 -0.094 0.289
H 0.067 0.305 -0.089
H -0.068 0.044 -0.332
H -0.078 -0.074 -0.174
H -0.085 -0.178 -0.047
H -0.104 -0.311 0.093
C -0.306 -0.033 0.214
C -0.345 -0.158 0.108
C 0.299 0.208 -0.042
C 0.613 0.210 -0.243
C 0.605 0.159 -0.340
C 0.237 -0.078 -0.226
C -0.087 1.072 1.000
O 0.038 -0.534 -0.479
C -0.469 -0.127 0.335
C -0.193 -0.254 -0.050
C 0.329 0.157 -0.097
C 0.360 0.039 -0.260
C -0.208 0.028 0.239
C -0.457 -0.208 0.174
C -0.379 -1.129 -0.804
O 0.168 0.516 0.395
H -0.164 -0.109 0.028
H -0.154 0.025 0.119
H -0.159 0.178 0.239
H -0.186 -0.268 -0.071
H 0.125 -0.144 -0.255
H 0.202 -0.058 -0.239
H 0.144 0.152 -0.016
H 0.191 0.257 0.097

As for the spin multiplicity: 1. As for the total charge: -1.

---

2.
The following is a quantum chemistry calculation of C38H37BrIN6OPd as an isolated structure, from the Open Molecules 2025 dataset.

CARTESIAN COORDINATES (ANGSTROEM)
1 Pd 1.119825 -0.259462 -0.738818
2 C -5.773045 -2.179334 -0.398270
3 C -4.577410 -3.121787 -0.530427
4 C -4.541569 -4.049373 0.693036
5 C -4.744415 -3.958650 -1.807676
6 C -3.257916 -2.368805 -0.614129
7 C -2.053100 -3.060777 -0.722364
8 C -0.872222 -2.361106 -0.784441
9 N -0.809021 -1.021674 -0.758391
10 C -1.950092 -0.324431 -0.650863
11 C -3.172066 -0.985162 -0.578069
12 C -1.890589 1.170259 -0.573220
13 C -3.027276 1.948945 -0.780362
14 C -2.963530 3.330939 -0.653085
15 C -1.722798 3.870356 -0.317148
16 C -0.639540 3.029820 -0.150183
17 N -0.711732 1.707709 -0.279659
18 C -4.167871 4.239966 -0.865879
19 C -4.411639 5.053027 0.413529
20 C -5.436217 3.452400 -1.192604
21 C -3.865110 5.193562 -2.031145
22 H -6.688759 -2.768006 -0.342124
23 H -5.864317 -1.514093 -1.259811
24 H -5.715498 -1.574708 0.509297
25 H -5.484057 -4.593620 0.766880
26 H -4.403672 -3.479865 1.613735
27 H -3.738751 -4.784053 0.623675
28 H -5.681795 -4.514764 -1.761979
29 H -3.934904 -4.679531 -1.928161
30 H -4.769403 -3.321600 -2.693853
31 H -2.019874 -4.140916 -0.747099
32 H 0.075180 -2.877126 -0.847719
33 H -4.071230 -0.404139 -0.459048
34 H -3.962559 1.487091 -1.052872
35 H -1.590710 4.936339 -0.190092
36 H 0.336136 3.430903 0.102979
37 H -4.608924 4.397180 1.263382
38 H -5.277341 5.702666 0.276422
39 H -3.559234 5.685467 0.663282
40 H -5.705884 2.765990 -0.387011
41 H -5.336268 2.884322 -2.120151
42 H -6.266444 4.146756 -1.323477
43 H -2.985557 5.806950 -1.831811
44 H -4.711170 5.864077 -2.189906
45 H -3.692598 4.638894 -2.955766
46 Br 5.918115 -5.558839 5.853952
47 C 6.231496 -3.802338 5.229068
48 C 6.407285 -2.773650 6.140247
49 C 6.648954 -1.490413 5.675502
50 C 6.665289 -1.238279 4.311048
51 C 6.515287 -2.280707 3.403874
52 C 6.302756 -3.568973 3.864169
53 N 6.991043 0.090963 3.882061
54 N 6.274082 0.719756 3.092365
55 C 4.993194 0.256668 2.660111
56 C 4.010365 -0.235403 3.491198
57 C 2.723178 -0.540335 3.029228
58 C 2.392644 -0.370744 1.696956
59 O 1.210316 -0.657513 1.193545
60 C 3.396538 0.157756 0.838474
61 N 3.031794 0.332810 -0.470220
62 C 3.889959 0.844296 -1.323211
63 C 5.183608 1.227309 -0.936904
64 C 5.578149 1.055370 0.361478
65 C 4.679463 0.499875 1.299489
66 H 6.372103 -2.975545 7.201664
67 H 6.819687 -0.675038 6.366725
68 H 6.572282 -2.088407 2.339990
69 H 6.193814 -4.389368 3.168456
70 H 4.226435 -0.382320 4.540908
71 H 1.973680 -0.916279 3.712536
72 H 3.555530 0.962889 -2.345665
73 H 5.848530 1.654237 -1.673955
74 H 6.567106 1.345921 0.690504
75 I 2.576014 -2.543960 -2.906157
76 C 1.639562 -0.841172 -3.656166
77 C 1.618046 -0.644678 -5.029396
78 C 1.008668 0.491396 -5.530376
79 C 0.438776 1.395515 -4.647239
80 C 0.499241 1.127254 -3.296648
81 N 1.091104 0.027191 -2.800717
82 H 2.073132 -1.373598 -5.683069
83 H 0.981604 0.666355 -6.597863
84 H -0.046105 2.297006 -4.992652
85 H 0.072273 1.794358 -2.561939

Force components x, y, z for each atom (eV/Å):
Pd -0.036 -0.010 -0.043
C -0.003 0.004 -0.002
C -0.001 -0.004 -0.008
C -0.001 -0.005 0.009
C 0.000 -0.002 0.000
C 0.001 -0.011 -0.010
C 0.005 -0.002 0.002
C -0.004 0.017 0.026
N 0.011 0.024 -0.027
C 0.022 0.002 -0.017
C -0.022 0.010 0.043
C 0.006 -0.010 0.005
C -0.046 0.010 -0.025
C 0.002 0.006 -0.003
C 0.000 0.007 -0.011
C 0.012 0.003 0.005
N 0.042 -0.055 0.047
C 0.004 0.002 -0.017
C 0.000 0.006 0.012
C -0.004 -0.002 -0.007
C -0.005 0.005 0.006
H 0.002 0.001 0.001
H 0.004 -0.003 0.006
H -0.004 -0.006 -0.006
H 0.005 0.003 -0.001
H -0.001 -0.003 -0.005
H -0.002 0.008 -0.001
H 0.006 0.004 0.000
H -0.008 0.003 0.000
H 0.001 -0.004 0.005
H 0.001 0.009 0.001
H 0.017 -0.008 -0.012
H 0.010 0.021 0.010
H 0.011 -0.025 -0.010
H 0.000 -0.007 0.001
H -0.004 -0.004 -0.001
H 0.000 0.004 -0.007
H 0.005 -0.004 0.001
H -0.002 -0.010 -0.002
H -0.002 0.007 -0.005
H 0.003 -0.001 0.008
H 0.002 -0.002 0.001
H -0.010 0.000 -0.003
H 0.008 -0.006 0.000
H -0.001 0.003 0.005
Br -0.001 -0.003 0.004
C 0.004 -0.003 0.000
C -0.006 0.000 0.007
C 0.004 0.018 -0.027
C -0.023 -0.078 0.071
C -0.001 0.025 -0.004
C 0.000 0.000 -0.003
N -0.083 0.106 -0.160
N 0.146 -0.022 0.137
C -0.117 -0.076 -0.021
C 0.059 0.022 -0.023
C -0.012 0.013 -0.022
C 0.023 0.000 0.024
O -0.021 0.000 -0.023
C -0.020 -0.018 0.007
N 0.009 0.022 0.001
C -0.021 -0.005 0.001
C 0.027 0.003 0.006
C 0.015 0.012 -0.019
C 0.002 -0.017 0.051
H 0.001 0.001 -0.005
H -0.002 -0.011 0.006
H -0.002 0.013 0.004
H -0.002 0.006 0.002
H 0.011 0.005 -0.006
H 0.003 0.002 -0.009
H 0.001 0.000 -0.008
H -0.006 -0.001 0.003
H -0.007 0.000 -0.008
I -0.021 0.026 0.006
C 0.008 -0.011 -0.011
C -0.004 0.000 0.003
C 0.002 0.002 -0.013
C -0.008 0.000 -0.002
C 0.006 0.000 0.005
N 0.008 -0.011 0.047
H 0.000 -0.001 0.001
H 0.000 -0.002 0.011
H 0.002 -0.002 0.002
H -0.001 0.011 -0.005

As for the spin multiplicity: 1. As for the total charge: +1. Its energy above the lowest of the compared OMol25 structures with the same formula, charge and spin is 0.0 kJ/mol.

---

So what do the calculations give for E_tot? Going down the list: -8081.206901 -4873.447550 Eh.